The following is a quantum chemistry calculation of a cluster of 10 separate species, C40H110N10O10 in total in a non-equilibrium geometry, from the Open Molecules 2025 dataset.

Values from the calculation:
ΔE to the lowest compared entry with this formula, charge and spin in kJ/mol: 259.8
E_LUMO (spin up / spin down) in Eh: 0.077 / 0.076
Net charge: -1
Expectation value of S²: 0.75
Calculated total energy in eV: -78628.512
2S+1: 2

```
170
Properties=species:S:1:pos:R:3:forces:R:3:lowdin_charge:R:1
C 1.11040 2.40247 3.69726 -1.0 0.4 -0.6 -0.053
C 0.49234 3.37086 2.64220 -1.6 -0.8 2.0 -0.433
C -0.80212 4.18407 3.07420 0.6 -2.2 0.9 -0.232
O -1.64324 3.17793 3.59930 -0.1 -2.2 -0.8 -0.261
C -2.82214 3.56584 4.21299 -0.1 2.7 -0.2 -0.229
N 1.49478 4.24856 2.24655 1.1 2.0 -1.8 0.014
H 1.86514 1.77326 3.22550 -0.1 0.0 -0.3 0.065
H 0.27155 1.78412 4.01676 0.3 -0.1 0.6 0.047
H 1.64952 2.90508 4.50027 -0.5 0.2 0.2 0.072
H 0.15907 2.70111 1.84944 0.2 0.2 -0.5 0.128
H -1.32204 4.66830 2.24758 0.3 0.3 -0.2 0.079
H -0.55274 4.87051 3.88334 0.1 0.5 0.0 0.107
H -2.48562 4.15535 5.06583 -0.7 -0.3 0.9 0.076
H -3.64054 2.86079 4.35869 0.9 -0.8 0.3 0.068
H -3.32283 4.32183 3.60811 -0.2 0.3 -0.5 0.049
H 1.08707 4.82241 1.52227 0.1 0.1 -1.0 0.066
H 1.64938 5.00406 2.89879 0.3 -0.3 1.0 0.081
C -2.88058 -3.41271 5.88767 0.7 -0.7 -1.9 -0.063
C -1.57256 -3.06587 6.57778 0.6 0.4 -0.5 -0.449
C -0.72323 -1.92817 5.94761 -0.6 0.6 -2.2 -0.164
O -0.12460 -2.37602 4.68783 0.3 0.1 1.1 -0.205
C 0.01995 -1.38444 3.67174 -1.1 -0.3 0.1 -0.095
N -1.88297 -2.64132 7.90164 0.7 1.2 1.9 0.009
H -3.64860 -2.63924 5.88660 -0.1 -0.1 1.0 0.082
H -3.16348 -4.43723 6.12939 -0.7 0.3 0.9 0.071
H -2.81318 -3.56050 4.80984 0.9 0.2 -0.4 0.050
H -0.86038 -3.88356 6.68868 -0.3 -0.8 -0.8 0.131
H 0.02901 -1.40226 6.53553 0.4 -0.9 0.7 0.117
H -1.37069 -1.07550 5.74301 -0.6 0.0 -0.3 0.111
H 0.75874 -1.67643 2.92540 0.1 -0.3 0.3 0.074
H 0.25215 -0.36557 3.98173 0.2 -0.1 0.5 0.062
H -0.96280 -1.34517 3.20189 -0.1 0.3 -0.5 0.073
H -2.55410 -3.13486 8.47271 -0.3 -0.4 -0.7 0.073
H -1.00690 -2.74751 8.39288 0.0 0.4 0.6 0.070
C -0.19468 -4.79042 0.80197 -1.0 -0.1 -0.2 -0.043
C -1.72053 -4.65088 0.58743 -0.2 -0.6 -0.1 -0.407
C -2.56408 -5.22525 1.75507 2.0 1.6 0.4 -0.227
O -2.24283 -6.53223 2.10777 -0.4 -1.1 -1.2 -0.165
C -2.95944 -6.92149 3.23242 0.3 -0.1 1.1 -0.130
N -2.09033 -3.23933 0.36905 0.7 -1.0 -0.2 0.074
H 0.00140 -4.36967 1.78818 0.6 0.0 0.0 0.075
H 0.36013 -4.29727 0.00380 -0.2 0.5 0.2 0.064
H 0.13710 -5.82561 0.72194 -0.2 -0.1 0.5 0.073
H -1.98782 -5.24759 -0.28469 -0.1 0.2 -0.4 0.109
H -3.60924 -4.94748 1.61872 -0.4 -0.6 -0.1 0.128
H -2.18298 -4.71616 2.64034 -0.4 1.2 0.2 0.105
H -2.33149 -7.57724 3.83557 -0.1 -0.5 -0.3 0.089
H -3.93285 -7.36184 3.01639 0.0 -0.1 -0.1 0.089
H -3.10922 -6.08405 3.91386 -0.3 0.4 0.0 0.068
H -1.93202 -2.75898 1.24329 -0.2 0.3 0.1 0.051
H -3.06519 -3.16473 0.11573 -0.2 0.2 0.2 0.051
C -0.87052 1.81702 -5.86850 0.9 1.0 0.0 -0.059
C -2.01971 2.88579 -5.86522 -0.3 -0.9 -0.9 -0.382
C -2.26261 3.51550 -7.29436 0.6 -1.9 0.0 -0.198
O -1.11547 4.02387 -7.93667 0.9 -1.0 -0.5 -0.203
C -0.65739 5.23793 -7.46294 -1.0 0.8 1.4 -0.128
N -3.27369 2.26885 -5.37553 0.3 1.6 -0.4 0.023
H -1.05507 0.86588 -6.36787 -0.7 0.2 -0.2 0.072
H -0.48795 1.54048 -4.88602 -0.6 0.2 0.4 0.042
H 0.04668 2.18773 -6.32614 0.0 0.4 -0.4 0.066
H -1.82646 3.76844 -5.25555 0.4 -0.5 0.6 0.113
H -3.10240 4.20938 -7.33163 -0.1 0.2 0.3 0.119
H -2.45839 2.66794 -7.95118 -0.7 -0.1 0.0 0.119
H 0.38782 5.50123 -7.62511 -0.1 -0.5 -0.7 0.091
H -0.75970 5.24203 -6.37776 0.0 0.3 0.3 0.073
H -1.35980 5.97625 -7.84973 0.4 0.8 0.0 0.086
H -3.24111 2.16157 -4.37177 -0.2 -0.5 -0.2 0.048
H -3.60028 1.47132 -5.90221 0.3 -0.1 0.3 0.062
C 4.45456 1.57506 0.40095 1.0 0.4 -0.6 -0.042
C 4.75322 3.04893 0.76451 0.5 0.0 -0.7 -0.417
C 6.04207 3.66363 0.11586 -1.3 -0.8 -0.7 -0.189
O 6.13827 5.06427 0.30631 -0.5 0.4 1.3 -0.213
C 7.11011 5.70979 -0.50193 0.3 -1.4 0.7 -0.095
N 3.66061 3.81927 0.28600 -0.4 0.5 -0.6 0.037
H 5.12462 0.88448 0.91302 -0.4 -0.2 0.4 0.050
H 4.60589 1.35515 -0.65586 0.3 0.4 -0.3 0.079
H 3.38684 1.36694 0.46992 0.1 -0.1 0.8 0.063
H 4.83695 3.16584 1.84498 0.3 -0.3 0.4 0.127
H 5.95061 3.61473 -0.96920 0.0 -1.1 -0.2 0.116
H 6.83818 3.02843 0.50424 0.8 0.6 -0.1 0.121
H 6.77159 5.96755 -1.50546 -0.3 0.2 0.0 0.086
H 7.88707 4.95092 -0.59449 0.7 0.4 -0.4 0.079
H 7.49411 6.55610 0.06763 -0.1 0.1 -0.3 0.086
H 4.00005 4.77026 0.30838 -0.6 0.5 0.0 0.072
H 2.86567 3.70693 0.89882 -0.1 0.4 0.2 0.033
C -4.10254 0.46007 2.30481 -0.9 -0.7 1.5 -0.111
C -3.41607 0.15755 1.01058 0.4 -0.4 1.8 -0.448
C -4.41422 -0.36447 -0.00161 -0.5 0.7 -0.2 -0.199
O -5.03478 -1.61969 0.37129 0.9 0.4 -0.8 -0.209
C -6.13884 -1.97175 -0.48882 0.7 0.4 1.0 -0.110
N -2.76744 1.40706 0.69912 0.1 0.2 -2.2 0.046
H -3.37527 0.83453 3.02520 0.1 -0.2 0.2 0.062
H -4.62889 -0.39286 2.73326 0.0 -0.2 0.2 0.072
H -4.83978 1.25923 2.22784 -0.1 0.1 -0.4 0.066
H -2.60204 -0.53870 1.21231 -0.1 -0.5 -0.2 0.114
H -4.01417 -0.33039 -1.01497 0.2 -0.7 -0.1 0.100
H -5.14679 0.44264 0.00215 -0.7 0.0 -0.2 0.107
H -6.44522 -2.99074 -0.25238 0.0 0.1 0.4 0.076
H -5.88315 -1.98814 -1.54828 0.1 0.5 -0.1 0.072
H -6.91500 -1.25161 -0.22986 -0.4 -0.2 -0.6 0.083
H -3.46077 2.04520 0.33556 0.0 0.5 0.1 0.051
H -2.34036 1.81271 1.51958 -0.1 0.1 0.2 0.066
C 1.32501 3.35585 -2.79692 -0.5 1.6 -0.1 -0.051
C 2.33711 4.51490 -2.96911 -1.2 -0.5 -0.3 -0.449
C 2.12675 5.76131 -2.11981 -1.5 1.2 0.2 -0.221
O 3.34008 6.51057 -2.06637 -0.1 1.4 -0.2 -0.227
C 3.22642 7.95877 -1.93783 0.5 -1.2 0.1 -0.086
N 3.60818 3.97209 -2.68171 1.3 -0.3 -0.1 0.037
H 1.77956 2.38620 -3.00006 0.0 0.2 -0.3 0.071
H 0.49982 3.56907 -3.47640 -0.3 -0.5 0.1 0.060
H 0.92461 3.31125 -1.78411 0.0 0.1 0.0 0.055
H 2.30828 4.87458 -3.99765 0.0 0.0 -0.4 0.122
H 1.70498 5.63107 -1.12319 0.6 -0.7 0.5 0.099
H 1.32866 6.38206 -2.52701 0.0 0.2 -0.7 0.108
H 4.24866 8.33332 -1.88465 0.1 -0.2 0.4 0.076
H 2.67550 8.23064 -1.03745 0.0 0.0 0.1 0.076
H 2.81976 8.49441 -2.79563 -0.5 -0.5 -0.3 0.076
H 4.03964 4.77071 -2.23882 1.2 -0.6 0.3 0.036
H 3.42454 3.27232 -1.97694 0.6 0.2 0.4 0.036
C 9.57104 -2.03219 2.61377 -0.2 -1.4 -0.8 -0.076
C 8.26288 -1.76153 1.83844 0.0 0.6 0.7 -0.424
C 7.03931 -2.71927 2.13798 0.7 0.1 -0.3 -0.196
O 5.80694 -2.15061 1.72056 0.5 0.1 -1.8 -0.207
C 5.70805 -2.03376 0.24104 -1.4 0.3 1.4 -0.064
N 7.90276 -0.40223 2.19284 0.0 0.7 0.0 0.033
H 9.48012 -2.00022 3.69950 -0.3 -0.2 0.0 0.073
H 10.44576 -1.43830 2.34869 -0.5 0.6 -0.3 0.073
H 9.86322 -3.02200 2.26306 0.2 -0.5 0.6 0.069
H 8.53687 -1.76791 0.78346 -0.2 -0.2 -0.2 0.120
H 7.01610 -2.90313 3.21211 -0.3 0.4 0.2 0.117
H 7.07166 -3.71750 1.70143 0.7 -0.1 -0.3 0.113
H 6.47255 -1.42988 -0.24779 0.2 -0.1 0.4 0.084
H 4.74304 -1.54534 0.10575 0.2 0.4 0.0 0.061
H 5.54033 -2.96356 -0.30251 0.7 -0.6 0.4 0.083
H 7.90308 -0.31900 3.19941 0.0 0.1 0.2 0.070
H 6.97726 -0.12433 1.89902 -0.2 -0.2 -0.2 0.045
C -1.76967 -0.42022 -2.71408 -0.1 -0.1 0.0 -0.050
C -0.67141 -0.13764 -1.68546 0.3 -0.7 0.0 -0.458
C 0.73352 -0.53769 -2.13308 -0.5 -0.1 -0.2 -0.176
O 1.75843 -0.25105 -1.14852 -0.7 -0.5 0.3 -0.188
C 1.76096 -1.18907 -0.06122 0.0 0.1 0.2 -0.110
N -0.66222 1.25610 -1.31887 0.2 -0.3 -0.6 0.062
H -1.43316 -0.28673 -3.74221 0.1 -0.2 -0.1 0.058
H -2.62015 0.25353 -2.60998 0.2 0.4 0.2 0.051
H -2.24333 -1.39144 -2.57097 0.4 -0.4 -0.2 0.060
H -0.84787 -0.74707 -0.79914 -0.4 -0.4 0.2 0.101
H 0.91868 0.01451 -3.05443 0.6 0.3 0.2 0.112
H 0.71352 -1.58866 -2.42144 0.3 -0.4 0.2 0.121
H 2.11533 -2.16598 -0.39011 -0.2 -0.2 -0.1 0.083
H 0.83740 -1.28138 0.51028 -0.8 -0.2 -0.8 0.065
H 2.38275 -0.90601 0.78811 0.8 0.7 -0.6 0.071
H -1.48849 1.30231 -0.73987 -0.1 0.9 0.6 0.010
H 0.15081 1.29145 -0.72068 0.1 0.8 0.4 0.055
C -3.51503 -4.87221 -2.91625 -0.7 -0.7 -1.5 -0.055
C -4.64581 -5.77116 -2.53045 -1.5 -0.9 3.9 -0.484
C -6.11826 -5.37903 -2.85873 0.4 -0.3 -2.2 -0.178
O -7.14504 -6.35280 -2.61070 -0.3 -0.1 0.0 -0.195
C -8.33529 -6.10898 -3.39516 0.8 -0.1 -0.5 -0.110
N -4.42364 -7.14173 -2.89861 -0.2 -1.1 -1.1 0.037
H -2.58468 -5.21791 -2.46564 -0.2 0.6 0.6 0.070
H -3.81624 -3.83229 -2.79001 0.7 0.0 0.0 0.079
H -3.34670 -5.15360 -3.95576 0.0 0.8 -0.6 0.081
H -4.67316 -5.81202 -1.44157 0.2 0.6 0.8 0.117
H -6.00944 -5.34786 -3.94284 -0.6 0.8 -0.5 0.118
H -6.48202 -4.44494 -2.43066 0.6 0.3 0.0 0.111
H -8.20586 -6.27522 -4.46461 0.8 -0.3 -0.3 0.076
H -8.67140 -5.07219 -3.40933 -0.1 0.2 0.8 0.078
H -9.13356 -6.81052 -3.15290 0.2 0.2 0.7 0.083
H -5.06546 -7.70780 -2.36221 -0.4 -0.2 -0.2 0.070
H -3.52099 -7.50342 -2.62566 0.4 0.4 0.0 0.072
```
Forces are in eV/Å.